Record 1
75
Properties=species:S:1:pos:R:3:forces:R:3 method="wB97M-V/def2-TZVPD" e_above_lowest_ev=0.000 charge=-1 spin_multiplicity=1 e_tot_ha=-4574.55052
Ag 0.52211 -1.43293 1.48793 -0.031 -0.132 -0.020
C -0.07914 4.67945 2.55513 -0.007 0.007 -0.006
O 0.15657 3.49167 1.83331 0.009 0.000 0.005
C 1.44629 3.06160 1.73647 -0.001 0.000 0.011
C 2.54514 3.78291 2.16877 -0.001 0.001 -0.001
C 3.82339 3.25531 1.99620 0.003 -0.004 0.001
C 3.98496 2.02513 1.39957 0.008 0.005 -0.002
C 2.88411 1.26923 0.97291 0.004 -0.023 0.024
C 3.16581 -0.00039 0.29073 0.002 0.004 -0.012
N 2.37267 -0.99770 0.21204 -0.004 -0.015 0.052
N 2.84507 -2.05507 -0.52231 0.025 0.029 0.001
C 1.86759 -2.88160 -0.88793 -0.035 0.031 -0.052
O 0.63827 -2.77155 -0.67057 -0.013 0.050 0.043
C 2.33983 -4.06416 -1.69807 0.004 -0.005 0.002
C 1.39518 -4.97942 -2.14889 -0.001 -0.002 0.002
C 1.78178 -6.07921 -2.90178 0.001 0.001 -0.001
C 3.12058 -6.27414 -3.21163 0.001 -0.001 -0.001
C 4.06917 -5.36305 -2.76338 0.000 0.000 -0.002
C 3.68177 -4.26381 -2.01188 -0.001 -0.001 0.002
C 1.59906 1.79594 1.13676 -0.030 0.065 0.005
O 0.50798 1.10676 0.76823 0.061 -0.024 -0.099
H -1.15851 4.80539 2.58886 0.001 -0.003 0.005
H 0.37361 5.54632 2.06321 0.004 -0.001 -0.002
H 0.30345 4.60300 3.57679 -0.003 -0.002 0.001
H 2.41971 4.74878 2.63703 -0.001 -0.002 -0.002
H 4.68452 3.81848 2.33192 0.002 0.000 -0.002
H 4.97751 1.61564 1.25444 0.001 -0.001 -0.002
H 4.13745 -0.08219 -0.20252 -0.003 0.003 -0.002
H 0.35859 -4.80537 -1.89148 0.001 0.000 -0.001
H 1.03699 -6.78650 -3.24670 0.000 0.000 0.000
H 3.42473 -7.13200 -3.79959 0.000 0.000 0.001
H 5.11580 -5.51097 -3.00201 0.000 0.000 0.000
H 4.40562 -3.54365 -1.65660 -0.001 0.000 -0.001
S -0.83710 -2.24907 3.31522 0.011 0.092 -0.053
C -1.80551 -0.86322 3.60720 0.006 0.003 0.003
N -1.86318 0.23808 2.91853 -0.019 -0.014 -0.004
C -2.75085 1.13948 3.47132 0.014 0.003 -0.004
C -3.01367 2.41208 2.96364 0.000 0.005 0.001
C -3.92874 3.22439 3.60998 -0.001 -0.003 -0.001
C -4.58874 2.78906 4.76139 0.000 -0.002 0.004
C -4.33701 1.52879 5.28048 -0.004 0.004 -0.005
C -3.41875 0.71263 4.63280 -0.009 -0.002 -0.001
S -2.88146 -0.88890 5.02220 0.006 -0.005 0.013
H -2.49071 2.73576 2.07318 -0.010 -0.001 0.017
H -4.13959 4.21195 3.21671 -0.001 0.002 -0.001
H -5.30243 3.43851 5.25275 0.001 0.001 0.001
H -4.84639 1.18868 6.17353 0.001 -0.001 0.000
C -2.88831 -2.65180 -1.97310 0.004 0.001 -0.010
C -3.67285 -1.51545 -1.32511 -0.003 0.002 -0.004
C -2.95809 -0.16583 -1.41056 0.012 0.012 -0.016
C -1.61701 -0.18172 -0.68223 0.025 -0.003 0.033
Ge -0.73317 1.53168 -0.49614 -0.018 0.053 0.115
C 0.22789 2.36891 -1.98357 -0.013 -0.015 -0.022
C 1.49557 1.66616 -2.47754 -0.004 -0.018 0.023
C 1.31948 0.18635 -2.80925 -0.008 -0.006 -0.002
C 0.26223 -0.08665 -3.87125 -0.002 -0.001 -0.009
H -3.45485 -3.58453 -1.94342 0.003 0.001 0.000
H -1.93563 -2.82428 -1.47021 0.006 -0.005 0.003
H -2.67355 -2.42420 -3.02177 -0.001 -0.002 0.004
H -3.85039 -1.74874 -0.27074 0.003 -0.001 0.000
H -4.65666 -1.42922 -1.79796 0.001 -0.001 0.001
H -3.60529 0.60904 -0.98575 0.001 -0.004 0.005
H -2.81652 0.09269 -2.46732 -0.001 0.009 -0.003
H -0.92206 -0.89528 -1.12594 0.013 -0.026 0.007
H -1.77191 -0.49406 0.35764 -0.013 -0.013 0.001
H -1.71155 2.59275 0.04859 -0.005 -0.031 -0.018
H 0.46456 3.38270 -1.64752 0.008 0.002 -0.017
H -0.50278 2.48374 -2.79142 0.007 -0.005 -0.009
H 2.27037 1.76022 -1.71245 0.002 -0.001 -0.007
H 1.87252 2.19276 -3.36295 -0.005 0.003 0.000
H 1.07374 -0.36552 -1.89932 -0.005 -0.013 -0.006
H 2.28088 -0.21765 -3.13770 0.005 -0.005 0.013
H -0.73365 0.20845 -3.53337 -0.004 0.005 0.001
H 0.21887 -1.15074 -4.10836 -0.002 0.000 0.002
H 0.47461 0.46010 -4.79517 0.004 -0.002 0.001

Record 2
77
Properties=species:S:1:pos:R:3:forces:R:3 method="wB97M-V/def2-TZVPD" e_above_lowest_ev=0.460 charge=+2 spin_multiplicity=6 e_tot_ha=-8842.95326 s_squared=8.766
Fe -0.24119 0.08652 -1.10846 0.775 0.135 0.371
C 0.93370 0.36265 2.56662 -0.011 0.112 -0.003
C 0.80604 -1.08229 2.77193 0.001 -0.068 -0.057
As -0.13152 -2.70501 -0.55463 -0.104 -0.091 -0.205
C 0.72556 -3.82213 -1.89143 -0.003 -0.042 0.102
C 0.36448 -5.15763 -2.04496 -0.032 0.005 0.056
C 0.98132 -5.92493 -3.02052 -0.020 -0.012 0.017
C 1.95166 -5.36264 -3.83796 0.017 0.000 -0.024
C 2.31213 -4.03273 -3.68211 0.016 0.011 -0.014
C 1.70150 -3.25975 -2.70567 0.013 0.082 0.003
C -0.60692 -3.91473 0.87467 -0.039 0.040 0.008
C -1.92758 -4.18865 1.21494 -0.024 0.075 -0.023
C -2.20452 -5.05014 2.26728 0.017 -0.005 0.018
C -1.16647 -5.63931 2.97419 -0.039 0.003 -0.001
C 0.15135 -5.36796 2.63353 0.014 -0.001 0.000
C 0.43395 -4.50302 1.58853 0.061 0.011 -0.066
As -0.45318 1.03879 1.30143 -0.046 0.121 0.132
C 0.01225 2.90847 1.07048 -0.009 -0.034 0.032
C -0.76629 3.66631 0.19706 -0.092 -0.046 0.007
C -0.44379 4.98852 -0.06353 -0.028 0.015 -0.003
C 0.66846 5.56296 0.53886 0.027 0.013 0.013
C 1.44454 4.81668 1.41403 0.011 0.012 0.005
C 1.11559 3.49336 1.68389 0.026 -0.061 0.030
C -2.01661 1.04679 2.43037 0.021 0.010 -0.050
C -2.66104 -0.16729 2.65438 0.071 -0.085 -0.046
C -3.75449 -0.22325 3.50290 -0.022 -0.021 0.017
C -4.21245 0.93189 4.12048 -0.013 0.012 0.004
C -3.57439 2.14246 3.89466 0.000 0.004 0.000
C -2.47356 2.20460 3.05199 0.045 0.001 -0.034
H 1.90228 0.64300 2.14679 -0.036 0.007 -0.052
H 0.76545 0.92520 3.48734 0.008 0.012 -0.051
H 0.18767 -1.47862 3.56087 -0.052 -0.031 0.028
H 1.30550 -1.78198 2.11724 0.012 0.024 0.038
H -0.38729 -5.60141 -1.40293 -0.003 0.001 0.003
H 0.70420 -6.96290 -3.14306 -0.008 -0.011 0.004
H 2.43037 -5.96517 -4.59725 0.011 -0.009 -0.013
H 3.07259 -3.59979 -4.31709 0.014 0.012 -0.012
H 1.98491 -2.21889 -2.58466 0.002 -0.016 -0.007
H -2.75214 -3.74474 0.66673 0.007 -0.016 0.010
H -3.23152 -5.26864 2.52586 -0.014 -0.005 0.001
H -1.38394 -6.31719 3.78790 -0.008 -0.007 0.011
H 0.96004 -5.83339 3.18019 0.011 -0.001 0.002
H 1.46761 -4.30634 1.32152 -0.032 -0.011 0.005
H -1.64209 3.22694 -0.27226 0.027 0.014 0.025
H -1.07064 5.57921 -0.71916 -0.012 0.011 -0.012
H 0.91197 6.59960 0.34861 0.008 0.030 0.001
H 2.29223 5.27107 1.91003 0.008 0.002 0.001
H 1.72269 2.93752 2.38783 -0.020 -0.011 -0.014
H -2.31030 -1.07528 2.17097 -0.007 0.046 0.058
H -4.25158 -1.16707 3.68048 -0.008 -0.019 0.007
H -5.06895 0.88818 4.77901 -0.009 0.001 0.009
H -3.93112 3.04146 4.37834 -0.001 0.011 0.002
H -1.97805 3.15328 2.88798 0.012 0.005 -0.010
C 1.93795 4.76995 -2.98945 0.060 0.027 -0.015
N 0.85617 3.79013 -2.98971 0.015 -0.034 0.030
C -0.37551 4.09162 -3.71108 -0.023 -0.033 -0.021
C 0.93590 2.64038 -2.30774 0.097 -0.024 0.069
N 0.03537 1.69990 -2.34663 -0.387 -0.139 -0.068
N 2.07002 2.49393 -1.52130 -0.018 0.061 -0.042
C 2.54224 1.35687 -0.90355 -0.039 -0.023 0.013
N 3.76346 1.50618 -0.34775 0.029 0.051 -0.003
N 1.84798 0.26619 -0.84092 -0.168 -0.102 -0.014
H 1.71791 5.52976 -3.73167 0.006 -0.005 -0.002
H 2.88632 4.30889 -3.26937 -0.008 0.015 0.003
H 2.02684 5.26793 -2.01910 0.011 0.007 -0.009
H -0.32892 5.11219 -4.07473 0.000 0.010 0.006
H -1.23902 4.00459 -3.04900 -0.012 -0.005 -0.010
H -0.50473 3.43174 -4.57202 -0.011 0.013 0.002
H -0.67896 1.89027 -3.03700 0.024 0.054 -0.021
H 2.59761 3.33461 -1.35058 -0.035 -0.007 0.031
H 4.35819 2.28213 -0.58541 0.009 -0.020 -0.021
H 4.21648 0.71138 0.06987 -0.005 -0.001 0.012
H 2.35194 -0.48829 -0.38894 0.066 -0.001 -0.058
Cl -3.06309 -0.80790 -0.65896 -0.100 -0.096 -0.116
Si -2.08437 -2.27198 -1.74514 0.088 0.224 0.029
Cl -3.34926 -3.60784 -2.52149 -0.004 -0.052 -0.010
Cl -1.18898 -1.10518 -3.25255 -0.135 -0.156 -0.108

> Which of these has the lowest charge?

C30H35AgGeN3O3S2

> Which of these has the lowest charge?

C30H35AgGeN3O3S2